(1)
Computed, not measured: a structure of composition C8H10 at a distorted geometry, with wB97M-V/def2-TZVPD.

Results
- net charge = 0
- relative energy (zero: lowest compared OMol25 entry of this formula, charge and spin) (eV) = 7.710
- calculated total energy (Eh) = -310.5523
- HOMO level (Ha) = -0.2855

Each line ends with the Mulliken charge.
Atoms and positions in Å:
C (2.27946, -1.09839, -0.41461)  -0.8061
C (1.38086, 0.14811, -0.09864)  0.2756
C (2.00731, 1.24791, 0.59451)  -1.1362
C (-0.13526, 0.18334, -0.41151)  0.4668
C (-0.96809, 1.26304, -0.39609)  -0.5832
C (-2.27820, 0.53668, -0.23781)  -0.4369
C (-2.12533, -0.75308, 0.46148)  -0.6416
C (-0.74927, -1.09511, 0.18296)  -0.1214
H (1.79207, -1.67178, 0.45255)  0.2120
H (2.21803, -1.42570, -1.44613)  0.2642
H (3.29404, -1.05499, -0.01239)  0.3480
H (2.95770, 1.33062, 0.91907)  0.4603
H (1.18872, 1.97871, 1.10448)  0.1748
H (-0.59357, 2.19151, -0.75329)  0.4879
H (-3.33156, 0.70422, -0.58560)  0.3377
H (-3.01077, -1.24634, 1.42241)  0.2399
H (-1.03057, -2.28326, -0.37278)  0.1897
H (0.04701, -1.11804, 1.18994)  0.2684

Atoms 1-3, force components in eV/Å:
-2.168 0.895 2.673
3.103 4.128 0.407
-8.313 -1.806 -1.364

=====

(2)
Computed, not measured: a structure of composition C8H10BClO2 at a distorted geometry, with wB97M-V/def2-TZVPD.

Results
- net charge = 0
- relative energy (zero: lowest compared OMol25 entry of this formula, charge and spin) (eV) = 2.299
- calculated total energy (Eh) = -946.3946
- HOMO level (Ha) = -0.3147

Each line ends with the Mulliken charge.
Atoms and positions in Å:
B (2.18206, -0.73247, -1.10923)  0.6291
C (-3.13810, -0.30969, 0.07554)  -0.6519
C (-2.29880, -0.56271, 1.18128)  -0.5276
C (-2.44318, 0.23373, -1.02229)  -0.4632
C (-1.00089, -0.25051, 1.16720)  -0.4772
C (-1.10493, 0.54814, -1.04195)  -0.4965
C (-0.35174, 0.39132, 0.11101)  0.6784
C (1.68728, 0.71876, 1.61185)  -1.6720
C (1.15888, 0.60774, 0.19909)  0.6591
O (1.85521, -0.78258, -2.38204)  -0.4454
O (2.98674, -1.59067, -0.35130)  -0.4421
Cl (1.45872, 2.24813, -0.63151)  -0.2219
H (-4.21535, -0.43202, 0.23843)  0.3679
H (-2.91036, -1.01552, 1.96523)  0.3208
H (-2.89912, 0.48814, -1.96005)  0.3207
H (-0.39969, -0.55224, 2.00856)  0.2613
H (-0.70926, 1.07996, -1.94394)  0.3162
H (1.80806, -0.29362, 2.10539)  0.2994
H (2.74076, 1.21246, 1.51465)  0.3358
H (1.05844, 1.27956, 2.17843)  0.5595
H (1.21430, -0.21169, -2.78404)  0.3331
H (3.32096, -2.07423, -1.13033)  0.3165

Atoms 1-3, force components in eV/Å:
-2.078 2.056 5.356
1.889 0.861 0.125
-4.216 -0.591 -0.859